1.
# C9H7CdNO3

A molecular structure, C9H7CdNO3 (ωB97M-V/def2-TZVPD, the OMol25 dataset).

```
21
Properties=species:S:1:pos:R:3:nbo_charge:R:1
O -4.183 -3.466 -3.294 -0.34
C -3.308 -2.822 -2.917 0.41
Cd -1.111 -1.193 -1.921 1.57
C -1.491 0.211 -3.150 0.31
C 0.186 -2.489 -2.442 0.29
O -1.761 1.004 -3.860 -0.19
O 0.897 -3.273 -2.737 -0.19
N -0.195 -0.203 -0.360 -1.14
C 0.361 0.408 0.679 0.19
C -0.425 1.187 1.557 -0.29
C 0.165 1.830 2.641 -0.15
C 1.533 1.711 2.878 -0.18
C 2.318 0.946 2.019 -0.15
C 1.745 0.298 0.928 -0.29
H -1.202 0.055 -0.216 0.47
H 0.645 -0.726 -0.724 0.48
H -1.496 1.307 1.411 0.21
H -0.449 2.431 3.310 0.25
H 1.985 2.211 3.725 0.25
H 3.388 0.854 2.197 0.25
H 2.400 -0.280 0.278 0.21
```

* frontier orbital gap: 0.178 hartree
* M: 289.57 g/mol
* net charge: +2

---

2.
# C22H49AsFeNS4SbSi3

A molecular structure, C22H49AsFeNS4SbSi3 (ωB97M-V/def2-TZVPD, the OMol25 dataset).

```
82
Properties=species:S:1:pos:R:3:lowdin_charge:R:1
Fe 2.270 0.992 -0.246 -0.48
S 3.869 1.374 0.920 -0.03
S 3.411 2.170 2.761 -0.15
S 1.157 2.068 2.707 -0.17
S 0.517 1.169 0.992 -0.04
C -6.019 3.662 1.391 -0.36
As -4.504 2.432 1.613 1.14
C -2.936 3.616 1.241 -0.32
C -4.345 2.480 3.617 -0.37
C -5.111 1.394 4.108 -0.39
C -4.735 0.066 4.118 -0.06
C -5.535 -1.026 4.621 -0.08
C -6.871 -0.757 4.939 -0.13
C -7.327 0.563 4.852 -0.14
C -6.514 1.574 4.422 -0.07
H -5.697 4.614 1.800 0.01
H -6.862 3.253 1.842 -0.03
H -6.113 3.741 0.254 0.04
H -2.884 4.571 1.788 0.03
H -2.933 3.726 0.172 0.00
H -2.095 3.012 1.563 -0.02
H -4.720 3.448 3.979 0.08
H -3.295 2.423 3.911 0.09
H -3.783 -0.287 3.652 0.12
H -5.068 -2.029 4.686 0.10
H -7.621 -1.492 5.289 0.10
H -8.317 0.759 5.291 0.10
H -6.940 2.603 4.444 0.11
C 3.833 3.809 -2.151 -0.07
C 2.353 3.277 -2.054 -0.77
C 1.572 4.195 -1.098 -0.07
C 1.900 3.198 -3.491 -0.08
N 2.253 2.010 -1.504 -0.16
H 3.897 4.865 -2.444 0.06
H 4.210 3.106 -2.902 0.06
H 4.337 3.681 -1.104 0.09
H 1.702 5.267 -1.425 0.08
H 1.980 4.164 -0.050 0.08
H 0.538 3.874 -0.976 0.06
H 2.005 4.085 -4.038 0.05
H 0.813 2.950 -3.530 0.08
H 2.349 2.365 -4.026 0.07
C -0.990 0.232 -1.920 -0.25
Si -0.225 -1.565 -1.714 0.37
C -1.150 -2.364 -0.265 -0.25
C -0.667 -2.509 -3.298 -0.29
Sb 2.305 -1.457 -1.026 0.92
Si 3.669 -2.447 -2.980 0.24
C 2.530 -3.950 -3.302 -0.31
C 5.370 -2.976 -2.418 -0.32
C 3.719 -1.356 -4.440 -0.28
Si 2.752 -3.040 1.092 0.29
C 2.409 -4.608 0.258 -0.37
C 4.451 -2.786 1.800 -0.24
C 1.378 -2.546 2.282 -0.24
H -1.810 0.272 -1.149 0.02
H -1.403 0.495 -2.944 0.03
H -0.219 0.999 -1.925 -0.04
H -2.185 -2.641 -0.439 0.02
H -1.146 -1.689 0.580 0.01
H -0.656 -3.287 -0.035 -0.01
H -0.311 -3.597 -3.365 0.02
H -0.324 -1.971 -4.231 0.03
H -1.732 -2.582 -3.337 -0.01
H 1.558 -3.599 -2.930 -0.07
H 2.870 -4.825 -2.707 0.00
H 2.322 -4.301 -4.303 -0.01
H 5.123 -3.611 -1.526 0.00
H 5.940 -2.092 -2.120 0.01
H 5.876 -3.478 -3.259 0.00
H 2.777 -1.093 -4.907 0.01
H 4.366 -1.714 -5.239 0.01
H 4.105 -0.375 -4.059 0.03
H 2.149 -5.388 1.013 0.01
H 3.267 -4.841 -0.358 -0.01
H 1.553 -4.541 -0.412 0.00
H 5.214 -2.837 1.029 0.01
H 4.547 -3.686 2.502 0.04
H 4.432 -1.875 2.402 0.02
H 0.458 -3.084 2.109 -0.01
H 1.172 -1.430 2.264 0.01
H 1.764 -2.817 3.343 0.05
```

* frontier orbital gap (spin up / spin down): 0.042 / 0.182 hartree
* 2S+1: 5
* M: 792.69 g/mol
* net charge: -2

---

3.
# C6H12N4

2 unconnected molecules or ions with the total composition C6H12N4 (ωB97M-V/def2-TZVPD, the OMol25 dataset).

```
22
Properties=species:S:1:pos:R:3:nbo_charge:R:1
C 1.445 -2.399 2.098 -0.11
C 0.446 -1.606 1.631 -0.09
C 2.419 -0.795 1.074 0.14
C 1.278 0.298 -1.566 -0.27
C 0.011 2.193 -0.867 -0.42
C -3.429 0.119 -0.693 -0.83
N 2.670 -1.888 1.670 -0.44
N 1.072 -0.612 1.002 -0.22
N 0.605 0.897 -0.639 -0.06
N 0.408 0.540 0.626 -0.25
H 1.248 -3.380 2.561 0.21
H -0.541 -1.522 1.869 0.22
H 3.035 -0.027 0.762 0.19
H -3.173 0.395 -1.757 0.20
H 1.518 0.869 -2.475 0.20
H 1.790 -0.598 -1.327 0.21
H 0.752 2.780 -1.477 0.22
H -0.958 2.030 -1.409 0.23
H -0.162 2.652 0.139 0.25
H -2.984 0.807 -0.142 0.20
H -4.479 0.159 -0.608 0.21
H -2.973 -0.912 -0.473 0.22
```

* frontier orbital gap (spin up / spin down): 0.313 / 0.313 hartree
* M: 140.19 g/mol
* net charge: 0

---

4.
# C5H9NO

C5H9NO in the gas phase (ωB97M-V/def2-TZVPD, the OMol25 dataset).

```
16
Properties=species:S:1:pos:R:3:nbo_charge:R:1
C -1.595 -1.038 -0.057 -0.63
C -0.608 -0.057 -0.721 -0.08
C -0.795 1.378 -0.482 -0.45
C 0.563 1.091 0.061 -0.26
C 0.822 -0.066 0.878 0.01
N 1.831 -0.856 0.915 -0.24
O 2.927 -0.303 0.223 -0.61
H -2.480 -1.055 -0.715 0.23
H -1.965 -0.717 0.924 0.21
H -1.252 -2.075 0.041 0.23
H -0.209 -0.435 -1.651 0.23
H -0.722 1.936 -1.413 0.24
H -1.610 1.712 0.154 0.21
H 0.047 -0.332 1.560 0.20
H 1.418 1.704 -0.251 0.25
H 3.627 -0.887 0.534 0.47
```

* frontier orbital gap: 0.318 hartree
* M: 99.13 g/mol
* net charge: 0

---

5.
# C27H45BrN3O5ScSi4Te

A molecular structure, C27H45BrN3O5ScSi4Te (ωB97M-V/def2-TZVPD, the OMol25 dataset).

```
87
Properties=species:S:1:pos:R:3:lowdin_charge:R:1
Sc 0.946 2.267 -0.098 0.75
O 1.353 4.659 0.075 -0.11
C 0.870 5.379 1.219 -0.18
C 1.202 4.632 2.499 -0.14
N 0.860 3.215 2.358 -0.19
C 1.942 2.356 2.869 -0.07
C 3.130 2.517 1.928 -0.61
O 4.232 2.832 2.317 0.09
O 2.786 2.347 0.678 -0.23
C -0.438 2.858 2.909 -0.08
C -1.011 1.645 2.178 -0.60
O -1.873 0.974 2.699 0.08
O -0.482 1.452 1.009 -0.24
H 2.320 4.676 0.081 0.11
H -0.206 5.476 1.073 0.11
H 1.298 6.382 1.232 0.13
H 0.679 5.098 3.341 0.14
H 2.273 4.722 2.697 0.13
H 1.615 1.313 2.830 0.12
H 2.226 2.618 3.892 0.14
H -1.137 3.686 2.752 0.13
H -0.406 2.656 3.985 0.14
Br -6.406 4.234 -0.278 0.77
C -4.639 3.764 -0.736 -0.69
C -4.396 3.087 -1.921 -0.11
C -3.099 2.739 -2.259 -0.01
C -2.044 3.071 -1.417 -0.24
C -2.310 3.725 -0.223 -0.01
C -3.601 4.082 0.124 -0.09
N -0.682 2.741 -1.692 0.07
C -0.305 2.501 -2.882 -0.03
C 1.088 2.130 -3.173 -0.25
C 1.500 1.840 -4.456 0.01
C 2.821 1.451 -4.659 -0.03
C 3.669 1.378 -3.574 -0.01
C 3.181 1.701 -2.312 -0.13
N 1.922 2.077 -2.123 -0.01
H -5.217 2.817 -2.570 0.11
H -2.942 2.168 -3.164 0.11
H -1.492 3.949 0.447 0.08
H -3.800 4.589 1.057 0.11
H -0.988 2.574 -3.728 0.13
H 0.796 1.904 -5.276 0.12
H 3.173 1.206 -5.652 0.12
H 4.698 1.067 -3.683 0.12
H 3.798 1.656 -1.423 0.11
C 1.399 -2.632 3.477 -0.22
Si -0.084 -3.189 2.476 0.33
C -0.194 -5.067 2.528 -0.22
C -1.654 -2.532 3.249 -0.21
Si 0.195 -2.522 0.250 0.05
Te 1.672 -0.546 -0.129 0.61
Si 1.512 -4.132 -0.817 0.29
C 3.033 -4.466 0.231 -0.22
C 2.084 -3.571 -2.515 -0.23
C 0.571 -5.748 -1.061 -0.22
Si -1.847 -2.267 -0.828 0.32
C -1.577 -2.065 -2.678 -0.22
C -2.916 -3.784 -0.529 -0.21
C -2.728 -0.739 -0.193 -0.21
H 1.292 -2.920 4.526 0.03
H 1.499 -1.546 3.425 0.01
H 2.325 -3.063 3.092 0.02
H -0.378 -5.403 3.553 0.03
H 0.725 -5.542 2.178 0.01
H -1.016 -5.429 1.906 0.02
H -1.697 -2.818 4.304 0.03
H -2.536 -2.947 2.755 0.02
H -1.711 -1.447 3.183 0.01
H 3.533 -3.525 0.478 0.02
H 3.743 -5.099 -0.308 0.03
H 2.776 -4.967 1.167 0.01
H 2.747 -2.709 -2.424 0.00
H 1.244 -3.278 -3.148 0.01
H 2.622 -4.384 -3.010 0.03
H 0.170 -6.130 -0.121 0.01
H 1.227 -6.514 -1.485 0.03
H -0.266 -5.610 -1.750 0.02
H -1.158 -2.972 -3.120 0.02
H -0.874 -1.250 -2.868 0.01
H -2.518 -1.843 -3.190 0.02
H -2.401 -4.696 -0.840 0.01
H -3.858 -3.723 -1.081 0.03
H -3.156 -3.885 0.532 0.02
H -2.087 0.139 -0.306 0.00
H -2.954 -0.824 0.872 0.02
H -3.663 -0.567 -0.735 0.03
```

* frontier orbital gap: 0.174 hartree
* M: 856.48 g/mol
* net charge: 0

---

6.
# C5H12O2

2 unconnected molecules or ions with the total composition C5H12O2 (ωB97M-V/def2-TZVPD, the OMol25 dataset).

```
19
Properties=species:S:1:pos:R:3:nbo_charge:R:1
C 2.383 0.144 1.454 -0.60
C 0.997 0.687 1.125 -0.51
C 0.321 -0.122 0.029 0.64
O 0.409 -1.338 0.005 -0.60
C -0.424 0.673 -1.017 -0.51
C -1.313 -0.114 -1.973 -0.62
O -2.306 -1.067 0.891 -0.95
H 2.328 -0.928 1.656 0.23
H 3.056 0.294 0.604 0.20
H 2.815 0.644 2.326 0.21
H 0.343 0.636 2.008 0.24
H 1.038 1.744 0.834 0.21
H 0.373 1.192 -1.572 0.23
H -1.493 -1.539 0.653 0.49
H -0.985 1.456 -0.493 0.23
H -0.941 -1.136 -2.104 0.23
H -2.336 -0.166 -1.590 0.21
H -1.347 0.367 -2.955 0.21
H -2.958 -1.405 0.266 0.47
```

* frontier orbital gap: 0.394 hartree
* M: 104.15 g/mol
* net charge: 0